1.
Molecular formula: C3H3N3S
Method: DFT, wB97M-V/def2-TZVPD

energy above the lowest of the compared OMol25 structures with the same formula, charge and spin = 93.47 kcal per mole
SMILES string = S/C=C1\C=NN=N1
gap between HOMO and LUMO = 8.1 eV
E_LUMO = -1.676 eV

```
10
Properties=species:S:1:pos:R:3:mulliken_charge:R:1
C -1.03 -0.76 0.12 -0.114
C 0.27 -0.36 0.00 0.457
C 0.89 1.00 0.06 0.089
H -1.81 1.42 -0.31 0.148
H -1.27 -1.93 0.45 0.291
H 0.26 2.07 0.06 0.144
N 2.22 0.97 0.12 -0.343
N 2.48 -0.39 -0.17 -0.312
N 1.40 -1.11 -0.03 -0.270
S -2.54 0.18 -0.05 -0.090
```

***

2.
Molecular formula: C49H41CdN2O2P2S3Te
Method: DFT, wB97M-V/def2-TZVPD

energy above the lowest of the compared OMol25 structures with the same formula, charge and spin = 16.23 kcal per mole
total charge = -1
gap between HOMO and LUMO = 6.6 eV
E_LUMO = 2.228 eV

```
101
Properties=species:S:1:pos:R:3:mulliken_charge:R:1
Cd -0.13 0.63 1.36 1.581
S 0.53 2.18 -1.01 -0.479
P 2.18 1.38 -0.17 1.856
C 1.91 0.02 0.85 -2.115
P 1.90 -1.51 0.09 1.844
S 0.82 -1.91 -1.55 -0.546
C 3.65 -2.00 -0.20 0.593
C 4.08 -2.55 -1.39 -0.510
C 5.41 -2.95 -1.54 -0.596
C 6.31 -2.80 -0.50 -0.550
C 5.88 -2.25 0.71 -0.555
C 4.56 -1.84 0.85 -0.762
C 1.49 -2.73 1.40 0.267
C 1.55 -2.38 2.74 0.142
C 1.36 -3.35 3.72 -0.766
C 1.13 -4.67 3.37 -0.755
C 1.08 -5.02 2.02 -0.709
C 1.25 -4.06 1.05 -0.736
C 2.86 2.69 0.92 -0.152
C 3.29 3.91 0.38 -0.597
C 3.79 4.90 1.21 -0.651
C 3.84 4.70 2.59 -0.405
C 3.40 3.50 3.13 -0.971
C 2.93 2.49 2.29 0.074
C 3.53 1.07 -1.34 -0.087
C 3.26 0.85 -2.68 -0.358
C 4.28 0.53 -3.56 -0.723
C 5.59 0.43 -3.10 -0.439
C 5.87 0.65 -1.75 -0.680
C 4.85 0.97 -0.88 -0.071
H 3.37 -2.67 -2.20 0.366
H 5.74 -3.37 -2.48 0.426
H 7.34 -3.11 -0.61 0.373
H 6.57 -2.12 1.53 0.392
H 4.22 -1.39 1.78 0.312
H 1.73 -1.35 3.01 0.461
H 1.40 -3.07 4.77 0.356
H 1.00 -5.43 4.13 0.401
H 0.89 -6.05 1.74 0.404
H 1.19 -4.32 -0.01 0.394
H 3.23 4.07 -0.69 0.407
H 4.12 5.84 0.79 0.382
H 4.21 5.48 3.24 0.367
H 3.43 3.34 4.20 0.432
H 2.61 1.54 2.70 0.358
H 2.23 0.92 -3.02 0.350
H 4.06 0.35 -4.60 0.397
H 6.39 0.17 -3.78 0.384
H 6.88 0.56 -1.39 0.412
H 5.06 1.14 0.17 0.401
C -2.46 -1.35 9.77 -1.386
C -2.06 -0.82 8.43 1.114
C -2.73 0.25 7.84 -0.840
C -2.36 0.73 6.59 -0.640
C -1.30 0.14 5.92 -0.658
C -0.61 -0.92 6.49 -0.182
C -1.00 -1.39 7.73 -0.641
S -0.87 0.73 4.30 1.384
O 0.50 0.27 4.09 -0.520
O -1.08 2.16 4.33 -0.811
N -1.83 0.14 3.22 -0.437
C -1.88 -1.16 2.76 0.326
C -2.07 -2.29 3.55 -0.701
C -2.15 -3.52 2.93 -0.413
C -2.07 -3.60 1.54 -0.969
C -1.90 -2.43 0.83 -0.241
N -1.81 -1.24 1.42 0.599
H -3.28 -0.76 10.20 0.339
H -1.63 -1.32 10.48 0.327
H -2.79 -2.39 9.71 0.308
H -3.55 0.71 8.37 0.284
H -2.88 1.57 6.15 0.483
H 0.22 -1.36 5.95 0.448
H -0.45 -2.22 8.17 0.381
H -2.13 -2.20 4.63 0.543
H -2.26 -4.42 3.52 0.390
H -2.12 -4.55 1.03 0.442
H -1.80 -2.43 -0.25 0.178
Te -3.36 1.45 0.60 0.441
C -4.07 3.19 -0.33 0.070
C -5.22 3.81 0.14 -0.340
C -5.69 4.97 -0.47 -0.501
C -5.03 5.50 -1.56 -0.383
C -3.88 4.88 -2.04 -0.628
C -3.40 3.74 -1.42 -0.209
C -3.51 0.27 -1.14 -0.072
C -4.77 0.00 -1.66 -0.560
C -4.90 -0.79 -2.79 -0.577
C -3.77 -1.34 -3.39 -0.570
C -2.52 -1.08 -2.86 -0.400
C -2.38 -0.27 -1.74 0.254
H -5.75 3.40 0.99 0.359
H -6.59 5.45 -0.09 0.355
H -5.40 6.40 -2.04 0.357
H -3.35 5.30 -2.89 0.378
H -2.49 3.26 -1.79 0.311
H -5.66 0.41 -1.19 0.412
H -5.89 -0.99 -3.20 0.352
H -3.88 -1.97 -4.27 0.374
H -1.63 -1.51 -3.31 0.375
H -1.39 -0.08 -1.36 0.174
```

***

3.
Molecular formula: C13H14Cl2FeInN2O4
Method: DFT, wB97M-V/def2-TZVPD

total charge = +4
multiplicity = 6
expectation value of S² = 8.79
gap between HOMO and LUMO (spin up / spin down) = 3.9 / 3.7 eV
E_LUMO (spin up / spin down) = -17.165 / -17.250 eV

```
37
Properties=species:S:1:pos:R:3:mulliken_spin:R:1
Fe 6.62 3.77 -3.11 3.792
In 3.21 2.07 -0.75 0.003
Cl 5.31 2.23 -2.38 0.093
Cl 2.06 2.24 -2.82 0.029
C 1.18 2.57 0.66 -0.003
C 8.37 3.37 -3.49 -0.016
C 6.64 5.54 -3.65 -0.034
O 0.16 2.67 1.16 0.001
O 9.42 3.74 -3.86 0.055
O 7.31 6.41 -4.08 0.080
C -4.92 -2.13 -0.65 0.062
C -4.48 -1.51 0.65 -0.011
N -3.08 -1.04 0.63 0.631
C -2.80 0.10 1.51 -0.017
C -2.24 -0.23 2.89 0.069
C -2.12 -2.01 0.40 -0.052
O -2.43 -3.18 0.16 0.289
C -0.65 -1.65 0.41 -0.053
C 0.24 -2.63 0.86 -0.013
C 1.60 -2.32 0.90 0.005
C 2.04 -1.07 0.42 -0.006
N 1.18 -0.15 0.01 0.002
C -0.14 -0.42 -0.03 -0.001
H -4.82 -1.42 -1.48 0.000
H -5.97 -2.43 -0.57 -0.002
H -4.35 -3.03 -0.87 -0.002
H -5.10 -0.64 0.90 0.003
H -4.58 -2.27 1.44 0.071
H -2.12 0.80 1.01 0.018
H -3.76 0.63 1.64 0.005
H -1.25 -0.71 2.83 0.000
H -2.11 0.69 3.47 -0.001
H -2.93 -0.89 3.44 0.000
H -0.16 -3.60 1.18 0.000
H 2.33 -3.03 1.28 0.000
H 3.11 -0.79 0.41 0.000
H -0.78 0.33 -0.49 0.002
```

***

4.
Molecular formula: C11H18
Method: DFT, wB97M-V/def2-TZVPD

energy above the lowest of the compared OMol25 structures with the same formula, charge and spin = 60.66 kcal per mole
SMILES string = Cc1ccccc1.CC(C)C
gap between HOMO and LUMO = 10.0 eV
E_LUMO = 0.904 eV

```
29
Properties=species:S:1:pos:R:3:mulliken_charge:R:1
C 0.47 0.74 -1.87 1.850
C 1.67 1.72 -2.07 -1.524
C -0.80 1.60 -1.51 -1.563
C 0.14 -0.24 -3.02 -1.371
H 0.60 0.20 -0.88 -0.709
H 1.43 2.56 -1.51 0.436
H -1.70 1.09 -1.03 0.285
H -0.56 2.46 -0.82 0.300
H -1.16 2.09 -2.40 0.462
H -0.10 -1.15 -2.63 0.388
H -0.82 -0.04 -3.68 0.232
H 1.02 -0.12 -3.53 0.459
H 1.83 1.92 -3.08 0.440
H 2.58 1.15 -1.70 0.312
C -0.65 1.02 2.91 -1.612
C -1.20 -2.56 1.61 -0.852
C 0.06 -2.73 1.07 -0.372
C -1.46 -1.33 2.26 -0.387
C -0.48 -0.36 2.25 0.963
C 1.06 -1.72 1.00 -0.697
C 0.75 -0.55 1.67 -0.073
H -1.96 -3.19 1.77 0.527
H 0.25 -3.67 0.63 0.381
H -2.31 -1.20 2.88 0.365
H 2.02 -2.05 0.49 0.290
H 0.22 1.34 3.66 0.280
H -1.44 0.92 3.56 0.505
H 1.26 0.39 1.82 0.370
H -0.71 1.74 2.18 0.316
```

***

5.
Molecular formula: C2H2Br2F2O2
Method: DFT, wB97M-V/def2-TZVPD

multiplicity = 3
expectation value of S² = 2.01
gap between HOMO and LUMO (spin up / spin down) = 7.4 / 5.9 eV
E_LUMO (spin up / spin down) = 0.344 / -4.433 eV

```
10
Properties=species:S:1:pos:R:3:mulliken_spin:R:1
C -0.29 0.33 0.81 -0.017
C 2.29 -0.12 -0.50 0.766
O 1.51 0.07 -1.50 0.124
O 0.83 -0.05 1.20 0.796
F -0.27 1.53 0.13 0.038
F -0.85 -0.52 -0.20 0.027
Br 2.86 -1.78 0.08 0.101
Br 3.34 1.41 0.09 0.030
H -1.13 0.59 1.53 0.106
H 0.63 -0.58 -1.52 0.028
```

***

6.
Molecular formula: C17H23MnN5O2S
Method: DFT, wB97M-V/def2-TZVPD

total charge = +4
multiplicity = 4
expectation value of S² = 3.80
gap between HOMO and LUMO (spin up / spin down) = 6.7 / 5.6 eV
E_LUMO (spin up / spin down) = -14.991 / -16.006 eV

```
49
Properties=species:S:1:pos:R:3:mulliken_spin:R:1
N -0.29 -2.62 0.29 0.005
C -0.76 -3.56 0.79 0.001
C -1.35 -4.72 1.38 -0.001
H -0.88 -4.93 2.34 0.000
H -1.22 -5.58 0.72 0.000
H -2.42 -4.53 1.53 0.000
N -1.84 1.36 -2.24 -0.002
C -1.55 1.51 -3.35 0.004
C -1.15 1.65 -4.74 0.000
H -0.77 0.68 -5.10 0.000
H -0.35 2.39 -4.83 0.000
H -2.00 1.95 -5.37 0.000
N 0.94 3.12 1.29 0.015
C 1.66 3.14 2.20 0.001
C 2.66 3.21 3.25 0.000
H 2.56 4.17 3.79 0.000
H 3.65 3.12 2.78 0.000
H 2.51 2.37 3.94 0.000
Mn 2.25 -1.46 -0.24 1.259
C -1.24 2.85 0.05 0.276
O -1.02 3.73 -0.64 -0.027
C -2.53 -0.95 -0.74 0.199
O -2.79 -1.48 -1.71 -0.017
C 2.86 -2.88 -1.67 -0.040
C 3.84 -2.77 -0.64 -0.042
C 4.34 -1.49 -0.28 -0.043
C 3.86 -0.32 -0.92 -0.042
C 2.85 -0.42 -1.93 -0.047
C 2.35 -1.71 -2.31 -0.048
H 2.46 -3.87 -1.88 0.001
H 4.13 -3.64 -0.06 0.000
H 5.03 -1.39 0.57 0.000
H 4.23 0.65 -0.60 -0.001
H 2.44 0.50 -2.36 -0.001
H 1.55 -1.81 -3.05 0.000
C -5.44 0.93 1.69 0.000
N -4.17 0.37 2.16 0.027
C -3.01 1.09 1.97 -0.034
S -1.64 0.47 1.18 1.379
N -3.01 2.36 2.43 0.158
C -3.88 2.80 3.53 0.007
H -5.35 2.00 1.51 0.000
H -6.22 0.76 2.44 0.003
H -5.75 0.44 0.76 0.003
H -4.06 -0.62 1.93 0.004
H -2.12 2.83 2.34 -0.019
H -3.25 3.21 4.33 0.006
H -4.55 3.59 3.16 0.013
H -4.46 1.95 3.91 0.001
```